Record 1
The following is a quantum chemistry calculation of one molecule with the formula CH2ClPS in a non-equilibrium geometry, from OMol25.

## Properties
- ΔE to the lowest compared entry with this formula, charge and spin: 61.41 kcal/mol
- HOMO energy (alpha / beta): -9.4 / -8.2 eV
- E_tot: -33713.46047 eV

Each line ends with the natural charge from an NBO analysis.
Positions of all 6 atoms, in Å:
C -0.55 0.01 0.00  -0.946
P 0.93 1.11 -0.44  0.580
S -0.97 -1.81 -0.32  0.113
Cl 2.44 -0.01 0.00  -0.247
H -0.47 0.17 1.18  0.272
H -1.38 0.52 -0.41  0.228

---

Record 2
The following is a quantum chemistry calculation of a 2-piece molecular cluster, C3H5ClO2S overall in a non-equilibrium geometry, from OMol25.

## Properties
- ΔE to the lowest compared entry with this formula, charge and spin: 82.73 kcal/mol
- HOMO energy: -9.7 eV
- E_tot: -30640.63945 eV

Each line ends with the natural charge from an NBO analysis.
Positions of all 12 atoms, in Å:
C -2.77 0.86 0.19  -0.234
C -3.77 0.24 -0.08  -0.127
C 1.86 -1.27 -0.38  -0.825
O 2.29 1.06 0.77  -0.928
O 0.08 0.80 -0.37  -0.962
S 1.46 0.54 -0.63  1.494
Cl -5.32 -0.42 -0.03  0.093
H -1.75 0.88 0.45  0.258
H 2.07 1.95 1.10  0.504
H 2.72 -1.37 0.45  0.263
H 0.96 -1.64 -0.07  0.229
H 2.18 -1.64 -1.39  0.237

---

Record 3
The following is a quantum chemistry calculation of one molecule with the formula C3H9NS in a non-equilibrium geometry, from OMol25.

## Properties
- ΔE to the lowest compared entry with this formula, charge and spin: 13.21 kcal/mol
- HOMO energy: -8.4 eV
- E_tot: -15581.75762 eV
- SMILES: CNCSC

Each line ends with the natural charge from an NBO analysis.
Positions of all 14 atoms, in Å:
C -1.74 -0.25 -1.75  -0.417
N -1.17 -0.69 -0.49  -0.648
C -0.81 0.29 0.49  -0.332
S 0.97 0.79 0.36  0.150
C 1.80 -0.65 1.05  -0.746
H -2.76 0.12 -1.73  0.171
H -1.60 -1.02 -2.50  0.204
H -1.09 0.57 -2.10  0.201
H -1.69 -1.44 -0.07  0.362
H -1.34 1.24 0.40  0.193
H -0.98 -0.07 1.50  0.204
H 1.59 -1.57 0.53  0.219
H 2.84 -0.34 1.02  0.231
H 1.46 -0.75 2.07  0.207

---

Which formula does entry 2 have? C3H5ClO2S